The following is a quantum chemistry calculation of C5H8O in the gas phase, from OMol25.

The LUMO energy comes out at 0.88 eV. The HOMO energy comes out at -9.437 eV. For the total energy, the calculation gives -7359.429 eV.

```
14
C5H8O ωB97M-V/def2-TZVPD
C -1.6786 -1.7441 -0.8352
C -0.6915 -0.9831 -0.5408
C 0.1913 -0.0971 -0.2425
C -0.5602 1.4206 -0.0708
C 1.6512 -0.2103 -0.0704
O 2.0510 0.3298 1.1648
H -2.2075 -2.2435 -0.0367
H -1.9244 -1.9170 -1.8726
H -0.1332 1.9338 -0.9327
H -0.4988 2.0719 0.8289
H -1.6504 1.2834 -0.0612
H 2.1680 0.2726 -0.9150
H 1.9602 -1.2537 -0.0304
H 1.8177 1.2647 1.1254
```

=====

The following is a quantum chemistry calculation of C5H8O in the gas phase, from OMol25.

The LUMO energy comes out at 1.02 eV. The HOMO energy comes out at -9.231 eV. For the total energy, the calculation gives -7361.487 eV.

```
14
C5H8O ωB97M-V/def2-TZVPD
O 0.9257 1.3306 -1.2454
C 0.1553 0.1858 -0.9106
C 0.9081 -0.7795 0.0448
C 0.0832 -0.7840 1.3038
C -0.9921 -0.0090 1.2049
C -1.1015 0.6542 -0.1420
H 1.7080 1.0263 -1.7230
H -0.1326 -0.3375 -1.8341
H 1.9213 -0.3986 0.2303
H 1.0117 -1.7875 -0.3757
H 0.3577 -1.3619 2.1818
H -1.7223 0.1434 1.9948
H -2.0264 0.3695 -0.6586
H -1.0961 1.7482 -0.0709
```

=====

The following is a quantum chemistry calculation of a molecular structure, C5H8O, from OMol25.

The LUMO energy comes out at 1.13 eV. The HOMO energy comes out at -8.700 eV. For the total energy, the calculation gives -7357.584 eV.

```
14
C5H8O ωB97M-V/def2-TZVPD
O 2.9394 -0.2515 -0.5390
C 1.9598 0.3188 -0.3391
C 0.4163 -0.2384 0.7841
C -0.3289 -1.2231 -0.1204
C -1.3847 -0.0999 -0.3378
C -0.5526 0.7545 0.6109
H 0.9896 1.6806 -0.7260
H 1.0129 -0.4649 1.6657
H 0.2007 -1.5683 -1.0172
H -0.7223 -2.0950 0.4102
H -1.4784 0.2676 -1.3669
H -2.3815 -0.3527 0.0388
H 0.2093 1.7350 -0.3552
H -0.8796 1.5373 1.2918
```

=====

Q: Number 2 is which compound?
A: C5H8O

=====

Q: Which of these has the highest HOMO?
A: number 3

=====

Q: Which of these has the lowest HOMO?
A: number 1

=====

Q: What is the LUMO in the first record?
A: 0.88 eV